{
  "formula": "C82H178F12N5O10P2",
  "method": "ωB97M-V/def2-TZVPD",
  "charge": 3,
  "symbols": ["C", "C", "C", "N", "C", "C", "C", "C", "C", "H", "H", "H", "H", "H", "H", "H", "H", "H", "H", "H", "H", "H", "H", "H", "H", "H", "H", "C", "C", "C", "N", "C", "C", "C", "C", "C", "H", "H", "H", "H", "H", "H", "H", "H", "H", "H", "H", "H", "H", "H", "H", "H", "H", "H", "C", "C", "C", "N", "C", "C", "C", "C", "C", "H", "H", "H", "H", "H", "H", "H", "H", "H", "H", "H", "H", "H", "H", "H", "H", "H", "H", "C", "N", "C", "C", "C", "C", "O", "H", "H", "H", "H", "H", "H", "H", "H", "H", "H", "H", "H", "H", "H", "C", "N", "C", "C", "C", "C", "O", "H", "H", "H", "H", "H", "H", "H", "H", "H", "H", "H", "H", "H", "H", "C", "C", "C", "C", "P", "C", "C", "C", "C", "C", "C", "C", "C", "C", "C", "C", "C", "H", "H", "H", "H", "H", "H", "H", "H", "H", "H", "H", "H", "H", "H", "H", "H", "H", "H", "H", "H", "H", "H", "H", "H", "H", "H", "H", "H", "H", "H", "H", "H", "H", "H", "H", "H", "C", "C", "C", "C", "P", "C", "C", "C", "C", "C", "C", "C", "C", "C", "C", "C", "C", "H", "H", "H", "H", "H", "H", "H", "H", "H", "H", "H", "H", "H", "H", "H", "H", "H", "H", "H", "H", "H", "H", "H", "H", "H", "H", "H", "H", "H", "H", "H", "H", "H", "H", "H", "H", "C", "O", "O", "C", "F", "F", "F", "C", "C", "H", "H", "H", "H", "H", "H", "C", "O", "O", "C", "F", "F", "F", "C", "C", "H", "H", "H", "H", "H", "H", "C", "O", "O", "C", "F", "F", "F", "C", "C", "H", "H", "H", "H", "H", "H", "C", "O", "O", "C", "F", "F", "F", "C", "C", "H", "H", "H", "H", "H", "H"],
  "positions_angstrom": [[20.4122, 25.6374, 19.1217], [20.2256, 24.7181, 20.3024], [20.5437, 25.3950, 21.6061], [20.7654, 24.4123, 22.8284], [19.7616, 23.3510, 22.8784], [22.2212, 23.9843, 22.7736], [23.0495, 25.1093, 23.3923], [22.1805, 25.5295, 24.6156], [20.7451, 25.2660, 24.1774], [20.3582, 25.1127, 18.1951], [21.3912, 26.1312, 19.2044], [19.6320, 26.4341, 19.0395], [20.7450, 23.7581, 20.1588], [19.1340, 24.4744, 20.2899], [19.7151, 26.0694, 21.7755], [21.3372, 26.1261, 21.5397], [19.5994, 22.8717, 21.9328], [18.8060, 23.7157, 23.1971], [20.0712, 22.5478, 23.5228], [22.2490, 23.1355, 23.4734], [22.4653, 23.6828, 21.7598], [24.0184, 24.7305, 23.7309], [23.1381, 25.9523, 22.7426], [22.4259, 24.8428, 25.4594], [22.4231, 26.5704, 24.9343], [20.1400, 24.6169, 24.8320], [20.1169, 26.1709, 23.9365], [21.0991, 17.1340, 25.9777], [22.0335, 15.9255, 26.3311], [23.4589, 16.3650, 26.7783], [24.4117, 15.2532, 27.2404], [23.8104, 14.1856, 28.0831], [25.4576, 15.9183, 28.0871], [26.7186, 15.1813, 27.7379], [26.6697, 15.1330, 26.2300], [25.2153, 14.6256, 26.0112], [20.1639, 16.7373, 25.6527], [21.5063, 17.7240, 25.1957], [20.9045, 17.8128, 26.8136], [22.0448, 15.3328, 25.4357], [21.5872, 15.3447, 27.1007], [23.4105, 16.8747, 27.7187], [24.0973, 16.8352, 26.0663], [22.9811, 14.5422, 28.6164], [24.4412, 13.7393, 28.8264], [23.4393, 13.3790, 27.4394], [25.1512, 15.8693, 29.1001], [25.6904, 16.9521, 27.8683], [26.6712, 14.1271, 28.1572], [27.5704, 15.7226, 28.1425], [27.4079, 14.4775, 25.7943], [26.8567, 16.1498, 25.8303], [25.1295, 13.5271, 26.0902], [24.8370, 14.9208, 25.0212], [20.0150, 13.8105, 22.4158], [19.3147, 14.9266, 21.6513], [19.3131, 16.1744, 22.5771], [17.9866, 16.9021, 22.5699], [16.9135, 15.8904, 23.0158], [17.7987, 17.5175, 21.1727], [18.5315, 18.8520, 21.1678], [18.9068, 19.1902, 22.6904], [18.0127, 18.0814, 23.5024], [20.1717, 12.9344, 21.7619], [19.5400, 13.5842, 23.4049], [21.0014, 14.2315, 22.5008], [18.2732, 14.6897, 21.4491], [19.8012, 15.2739, 20.7113], [20.1448, 16.9414, 22.3158], [19.4401, 16.1020, 23.6091], [17.4573, 15.1668, 23.7093], [16.4456, 15.4099, 22.1049], [16.0816, 16.4514, 23.5327], [16.7091, 17.6381, 21.0824], [18.0866, 16.7703, 20.3881], [17.8435, 19.5224, 20.7016], [19.4518, 18.7943, 20.5447], [18.4983, 20.1884, 22.8735], [19.9929, 19.1083, 22.9466], [16.9960, 18.4453, 23.6421], [18.5892, 17.9236, 24.4310], [11.5256, 13.6833, 26.0204], [12.6149, 14.5251, 26.7438], [12.1157, 15.9866, 26.8866], [12.7785, 13.9588, 28.0793], [13.8972, 14.5452, 25.9650], [14.7132, 13.2236, 26.1049], [14.0249, 12.1121, 25.5465], [11.2659, 14.2102, 25.1069], [10.7112, 13.8007, 26.7960], [11.7641, 12.6460, 25.9499], [11.0180, 15.9713, 27.1261], [12.1815, 16.3673, 25.8908], [12.7770, 16.4793, 27.5872], [13.6628, 14.3915, 28.5691], [12.8843, 12.8808, 27.9628], [11.9137, 14.1805, 28.6769], [14.4882, 15.4532, 26.3194], [13.6386, 14.7101, 24.8796], [14.8144, 12.8658, 27.1195], [15.7563, 13.3633, 25.8306], [13.9512, 12.1437, 24.5421], [11.1652, 16.3284, 21.1196], [12.3252, 17.2446, 21.6748], [12.1535, 17.1473, 23.1806], [13.6745, 16.7050, 21.4558], [12.0152, 18.7038, 21.1204], [12.9233, 19.7368, 21.9584], [14.3073, 19.6030, 22.0180], [11.4821, 15.3390, 21.4535], [11.0702, 16.3300, 20.0465], [10.3001, 16.8105, 21.5311], [12.9990, 17.6400, 23.6799], [12.2580, 16.1105, 23.3854], [11.1935, 17.5264, 23.5716], [13.6451, 15.6246, 21.6738], [14.3506, 17.2118, 22.1479], [14.0170, 16.9897, 20.4768], [10.9854, 18.9239, 21.3332], [12.1866, 18.8138, 20.0388], [12.4960, 19.7241, 22.9297], [12.6402, 20.6691, 21.4449], [14.5737, 19.2764, 22.8823], [9.8235, 22.9910, 25.3565], [10.5220, 24.3172, 25.1608], [11.9297, 24.0500, 24.6793], [12.7696, 25.3994, 24.5912], [14.4648, 25.1971, 25.0130], [14.5336, 24.4523, 26.7220], [13.4759, 24.9877, 27.6571], [13.7665, 26.3980, 28.2226], [15.0959, 26.2609, 29.0726], [15.3835, 26.7262, 25.0057], [16.7926, 26.6738, 25.7139], [17.6493, 27.8917, 25.4037], [17.0696, 29.2125, 25.9795], [15.2555, 24.0248, 23.9639], [15.2528, 24.4068, 22.4921], [15.8823, 23.1846, 21.8096], [15.8531, 23.2248, 20.3158], [9.4086, 22.5667, 24.4874], [8.9748, 23.0491, 26.0773], [10.4204, 22.2744, 25.8876], [10.4882, 24.8928, 26.1168], [10.0721, 25.0943, 24.4747], [11.8848, 23.4743, 23.7471], [12.4269, 23.3330, 25.3950], [12.2839, 26.0099, 25.3703], [12.6691, 25.9398, 23.6643], [15.5229, 24.6482, 27.1238], [14.5390, 23.3844, 26.7080], [13.4371, 24.3748, 28.5501], [12.4278, 24.9139, 27.2977], [12.9121, 26.5580, 28.8986], [13.7418, 27.2199, 27.4475], [15.3386, 27.1790, 29.6023], [16.0402, 25.8871, 28.5078], [14.9396, 25.4744, 29.8102], [14.7059, 27.4519, 25.3734], [15.5733, 26.9752, 23.9601], [17.3578, 25.8329, 25.2060], [16.6719, 26.5025, 26.8088], [17.8861, 27.9602, 24.3604], [18.5876, 27.7427, 25.8847], [17.6139, 30.0967, 25.7270], [16.7836, 29.1899, 27.0763], [16.2032, 29.3959, 25.3989], [14.8325, 23.0561, 24.1518], [16.2758, 24.0008, 24.3409], [15.9428, 25.2182, 22.3714], [14.2713, 24.6095, 22.0562], [15.3412, 22.2235, 22.0534], [16.9375, 23.0758, 22.1209], [14.8797, 23.5387, 19.9650], [16.1453, 22.2877, 19.9305], [16.6066, 23.9949, 19.9522], [12.9849, 16.8429, 14.1382], [14.2189, 17.3370, 14.9000], [15.5195, 17.2361, 14.0507], [15.9807, 15.8305, 13.7496], [17.1680, 15.7727, 12.2726], [18.5783, 16.8535, 12.6698], [19.6289, 16.1749, 13.5800], [19.2274, 16.2422, 15.0364], [19.2735, 17.6364, 15.6836], [17.5827, 14.0571, 12.0436], [18.6430, 13.9247, 10.9746], [18.9458, 12.4738, 10.7211], [19.7324, 11.8221, 11.8229], [16.3255, 16.3864, 10.8004], [15.0350, 15.5767, 10.5415], [14.1525, 16.2762, 9.5291], [13.4156, 17.5652, 9.9753], [13.0696, 15.8585, 13.7027], [12.6225, 17.5178, 13.3220], [12.1424, 16.7855, 14.7905], [14.2972, 16.8520, 15.8274], [13.9881, 18.4232, 15.1366], [16.2801, 17.8540, 14.5130], [15.3537, 17.7597, 13.1421], [15.1861, 15.1013, 13.5278], [16.6123, 15.3002, 14.5052], [18.1731, 17.7695, 13.1544], [19.1183, 17.1029, 11.7620], [20.5553, 16.7614, 13.5310], [19.8297, 15.1023, 13.2463], [19.8670, 15.6526, 15.7109], [18.2074, 15.7513, 15.1776], [19.0854, 17.6612, 16.7513], [18.5546, 18.3739, 15.3971], [20.3231, 18.0547, 15.6104], [16.7054, 13.3685, 11.7585], [17.9884, 13.6414, 13.0204], [19.5870, 14.5082, 11.2820], [18.2938, 14.5270, 10.0935], [19.4947, 12.4625, 9.7975], [18.0244, 11.9250, 10.4615], [20.3090, 11.0136, 11.3963], [19.0877, 11.2331, 12.5199], [20.4507, 12.4387, 12.3299], [17.1190, 16.3442, 9.9689], [15.9793, 17.3406, 11.0811], [14.5310, 15.4236, 11.5439], [15.3523, 14.6234, 10.1333], [13.4567, 15.5588, 9.2138], [14.7740, 16.4411, 8.5760], [12.7742, 17.9411, 9.1691], [14.0566, 18.3195, 10.3511], [12.7723, 17.3044, 10.7802], [18.6143, 23.0436, 26.2089], [20.0825, 22.5352, 26.0582], [18.1827, 23.9208, 25.3021], [17.9133, 21.6796, 26.2819], [17.7700, 21.0296, 27.4427], [16.6302, 21.8499, 25.7250], [18.5463, 20.7376, 25.5533], [20.7781, 22.4207, 27.3299], [20.9481, 21.0048, 27.7680], [21.5903, 20.4721, 26.9897], [21.4690, 20.9305, 28.7241], [19.9844, 20.5677, 27.8955], [20.2151, 23.0215, 28.0616], [21.7125, 23.0044, 27.2134], [18.6075, 23.3262, 27.2621], [22.5700, 17.4086, 21.5236], [22.7393, 16.2217, 20.6583], [21.4187, 17.8173, 21.7953], [23.3098, 16.9138, 22.8129], [22.4869, 16.0961, 23.4997], [24.4505, 16.1769, 22.6885], [23.5905, 17.9439, 23.6716], [22.6061, 16.3623, 19.2594], [23.7092, 15.7564, 18.5656], [24.6147, 16.1690, 19.0111], [23.7512, 14.6988, 18.8850], [23.7468, 15.8767, 17.5136], [22.4955, 17.4757, 19.0449], [21.5912, 16.0429, 18.8531], [23.1875, 18.2010, 21.0502], [15.2947, 18.6705, 25.4275], [15.3328, 17.5706, 26.3448], [15.0737, 18.3380, 24.1452], [14.1522, 19.6205, 25.9417], [14.4711, 20.2599, 27.0806], [13.8397, 20.6331, 25.1484], [13.0528, 18.9408, 26.0765], [16.6039, 17.3939, 27.0461], [16.7368, 16.1561, 27.9282], [16.0883, 16.1878, 28.7783], [16.6562, 15.2112, 27.3895], [17.6900, 16.2673, 28.3596], [16.7665, 18.3107, 27.6613], [17.3918, 17.3805, 26.2572], [16.2350, 19.2370, 25.5375], [13.2123, 12.9659, 22.1439], [13.1511, 11.8548, 23.0671], [12.7616, 14.0968, 22.5481], [14.6431, 12.7708, 21.5446], [15.5687, 13.2025, 22.4244], [14.8335, 11.5121, 21.1960], [14.8476, 13.4906, 20.3808], [11.8605, 11.0903, 22.9834], [11.9529, 9.8029, 23.8618], [12.8485, 9.2337, 23.5739], [12.1201, 10.1624, 24.8827], [11.1484, 9.0227, 23.8102], [11.8481, 10.8522, 21.8976], [11.0577, 11.7210, 23.1803], [12.5701, 12.5541, 21.3014]],
  "lowdin_charge": [-0.10, -0.27, -0.11, -0.20, -0.02, -0.09, -0.14, -0.13, -0.06, 0.07, 0.09, 0.10, 0.12, 0.11, 0.13, 0.12, 0.09, 0.08, 0.10, 0.14, 0.13, 0.13, 0.10, 0.12, 0.13, 0.09, 0.13, -0.06, -0.17, -0.07, -0.23, 0.01, -0.15, -0.17, -0.14, -0.03, 0.04, 0.05, 0.08, 0.09, 0.09, 0.12, 0.12, 0.09, 0.11, 0.12, 0.13, 0.14, 0.14, 0.13, 0.12, 0.13, 0.13, 0.12, -0.08, -0.21, -0.15, -0.25, 0.02, -0.09, -0.13, -0.08, -0.07, 0.08, 0.09, 0.05, 0.08, 0.12, 0.10, 0.08, 0.12, 0.09, 0.09, 0.12, 0.14, 0.09, 0.11, 0.08, 0.10, 0.09, 0.11, 0.06, -0.35, 0.04, -0.02, -0.09, -0.22, -0.09, 0.10, 0.12, 0.08, 0.13, 0.07, 0.11, 0.12, 0.11, 0.11, 0.12, 0.13, 0.10, 0.11, 0.08, 0.05, -0.28, -0.02, -0.02, -0.03, -0.24, -0.07, 0.08, 0.09, 0.09, 0.08, 0.05, 0.12, 0.08, 0.07, 0.10, 0.11, 0.13, 0.09, 0.12, 0.00, -0.10, -0.28, -0.24, -0.25, 1.00, -0.22, -0.26, -0.21, -0.09, -0.24, -0.21, -0.26, -0.08, -0.29, -0.21, -0.27, -0.11, 0.06, 0.09, 0.07, 0.11, 0.14, 0.12, 0.11, 0.09, 0.10, 0.07, 0.08, 0.11, 0.10, 0.11, 0.11, 0.07, 0.07, 0.07, 0.07, 0.10, 0.09, 0.09, 0.10, 0.09, 0.06, 0.10, 0.04, 0.09, 0.07, 0.10, 0.12, 0.12, 0.10, 0.07, 0.05, 0.09, -0.11, -0.22, -0.24, -0.24, 1.01, -0.24, -0.24, -0.27, -0.10, -0.30, -0.29, -0.27, -0.10, -0.27, -0.24, -0.24, -0.07, 0.06, 0.09, 0.06, 0.08, 0.13, 0.09, 0.09, 0.09, 0.08, 0.10, 0.10, 0.12, 0.11, 0.11, 0.09, 0.06, 0.04, 0.10, 0.14, 0.12, 0.13, 0.11, 0.11, 0.13, 0.08, 0.09, 0.07, 0.13, 0.06, 0.11, 0.11, 0.09, 0.14, 0.09, 0.05, 0.05, -0.38, -0.17, -0.20, -0.49, 0.13, 0.07, 0.11, -0.28, -0.08, 0.10, 0.08, 0.05, 0.11, 0.11, 0.13, -0.51, -0.12, -0.13, -0.49, 0.09, 0.11, 0.10, -0.35, -0.09, 0.09, 0.10, 0.07, 0.13, 0.12, 0.15, -0.44, -0.12, -0.22, -0.61, 0.13, 0.14, 0.17, -0.21, -0.06, 0.07, 0.07, 0.06, 0.13, 0.11, 0.13, -0.53, -0.18, -0.16, -0.53, 0.12, 0.17, 0.09, -0.17, -0.05, 0.08, 0.06, 0.09, 0.12, 0.09, 0.15]
}

***

{
  "formula": "C23H26N2O3",
  "method": "ωB97M-V/def2-TZVPD",
  "smiles": "CCOc1ccc(-c2cc(CCCC(=O)NCCc3ccccc3)no2)cc1",
  "charge": 0,
  "symbols": ["C", "C", "O", "C", "C", "C", "C", "C", "C", "C", "C", "C", "C", "C", "O", "N", "C", "C", "C", "C", "C", "C", "C", "C", "N", "O", "C", "C", "H", "H", "H", "H", "H", "H", "H", "H", "H", "H", "H", "H", "H", "H", "H", "H", "H", "H", "H", "H", "H", "H", "H", "H", "H", "H"],
  "positions_angstrom": [[6.4154, -3.9497, -2.3058], [5.1241, -3.5935, -1.5866], [4.2236, -3.0801, -2.5506], [2.9928, -2.6770, -2.1589], [2.5096, -2.7250, -0.8529], [1.2329, -2.2813, -0.5718], [0.4085, -1.7796, -1.5769], [-0.9206, -1.3069, -1.2556], [-1.8728, -0.6335, -1.9844], [-2.9347, -0.4340, -1.0716], [-4.2080, 0.3088, -1.2824], [-4.1608, 1.6434, -0.5274], [-3.1312, 2.6046, -1.1341], [-2.7451, 3.6612, -0.1117], [-3.2296, 4.7719, -0.0710], [-1.8104, 3.2275, 0.7623], [-1.3594, 3.9981, 1.8953], [-1.5313, 3.2082, 3.2007], [-0.6925, 1.9606, 3.1718], [-1.2501, 0.7292, 2.8508], [-0.4633, -0.4081, 2.7854], [0.8966, -0.3245, 3.0268], [1.4640, 0.8986, 3.3443], [0.6742, 2.0314, 3.4174], [-2.6295, -0.9491, 0.0939], [-1.3940, -1.4921, -0.0088], [0.8958, -1.7344, -2.8858], [2.1656, -2.1768, -3.1705], [7.1350, -4.3487, -1.5968], [6.2197, -4.6932, -3.0734], [6.8324, -3.0652, -2.7791], [5.3168, -2.8381, -0.8124], [4.6960, -4.4861, -1.1100], [3.1202, -3.1050, -0.0492], [0.8632, -2.3152, 0.4413], [-1.8315, -0.3221, -3.0066], [-4.3614, 0.4816, -2.3484], [-5.0359, -0.2881, -0.8966], [-5.1451, 2.1123, -0.5416], [-3.9041, 1.4311, 0.5125], [-3.5504, 3.0980, -2.0110], [-2.2371, 2.0535, -1.4333], [-1.4707, 2.2792, 0.7045], [-0.3033, 4.2627, 1.7634], [-1.9551, 4.9135, 1.9109], [-2.5847, 2.9521, 3.3260], [-1.2278, 3.8461, 4.0324], [-2.3104, 0.6496, 2.6564], [-0.9188, -1.3546, 2.5390], [1.5146, -1.2093, 2.9755], [2.5246, 0.9692, 3.5386], [1.1200, 2.9827, 3.6723], [0.2713, -1.3555, -3.6794], [2.5527, -2.1485, -4.1767]],
  "lowdin_charge": [-0.06, -0.26, -0.05, -0.26, 0.00, 0.00, -0.16, -0.21, 0.05, -0.31, -0.13, -0.18, -0.10, -0.51, 0.06, 0.07, -0.17, -0.13, -0.25, -0.05, -0.09, -0.10, -0.08, -0.05, 0.12, -0.01, -0.01, 0.01, 0.08, 0.08, 0.08, 0.13, 0.13, 0.10, 0.11, 0.11, 0.12, 0.12, 0.12, 0.10, 0.12, 0.11, 0.13, 0.12, 0.12, 0.12, 0.12, 0.11, 0.10, 0.10, 0.10, 0.11, 0.11, 0.12]
}

***

{
  "formula": "C6H7NO3S",
  "method": "ωB97M-V/def2-TZVPD",
  "charge": 0,
  "symbols": ["C", "C", "C", "C", "C", "C", "N", "O", "O", "O", "S", "H", "H", "H", "H", "H", "H", "H"],
  "positions_angstrom": [[1.0296, 1.1546, -1.0793], [2.2799, 0.7941, -0.5853], [0.1175, 0.1860, -0.5327], [0.8525, -0.6675, 0.2658], [-1.4031, 0.2947, -0.7312], [-2.0272, 1.5622, -0.2498], [-2.1080, -0.6881, -1.1070], [1.0005, -1.0443, 2.7095], [0.8994, -3.0749, 1.2386], [2.1401, -0.3048, 0.2972], [0.1819, -1.6117, 1.6745], [0.9119, 2.0590, -1.5619], [3.3054, 1.0489, -0.7285], [0.6586, -3.7873, 1.8266], [-1.2267, 2.2440, -0.4030], [-2.0960, 1.5605, 0.8865], [-3.0008, 1.7223, -0.6460], [-1.5155, -1.4475, -1.2741]],
  "lowdin_charge": [0.00, -0.01, -0.16, -0.37, -0.38, -0.03, 0.16, -0.43, -0.29, 0.01, 0.97, 0.09, 0.12, 0.04, 0.05, 0.12, 0.07, 0.03]
}

***

Number 1: gap between HOMO and LUMO 7.6 eV, E_LUMO -4.2 eV. Number 2: gap between HOMO and LUMO 8.8 eV, E_LUMO 0.5 eV. Number 3: gap between HOMO and LUMO 9.6 eV, E_LUMO 0.3 eV.